[1]
Density functional theory data (ωB97M-V/def2-TZVPD) for a 2-piece molecular cluster, C3H8NO2S overall.

For the molar mass, the calculation gives 122.2 g/mol. The charge is -1. The calculation puts the max |F| at 0.43 eV/Å. Its HOMO-LUMO gap is 7.43 eV. As for the LUMO energy: 3.30 eV. The highest occupied orbital energy comes out at -4.126 eV.

Element x y z (Å)
C -1.697 0.125 0.119
C -1.456 1.619 0.258
S -0.286 1.909 1.632
H -2.237 -0.290 0.970
H -0.737 -0.380 0.055
H -2.272 -0.065 -0.784
H -0.973 1.964 -0.658
H -2.373 2.166 0.463
H -0.366 3.249 1.612
N 2.431 -2.303 -1.003
C 1.557 -1.337 -0.371
O 1.175 -1.627 0.784
O 1.271 -0.347 -1.078
H 3.021 -1.844 -1.680
H 2.942 -2.838 -0.317

***

[2]
Density functional theory data (ωB97M-V/def2-TZVPD) for a 2-piece molecular cluster, C3H8NO2S overall in a non-equilibrium geometry.

For the molar mass, the calculation gives 122.2 g/mol. The charge is +1. The calculation puts the max |F| at 4.30 eV/Å. Its HOMO-LUMO gap is 10.08 eV. As for the LUMO energy: -4.00 eV. The highest occupied orbital energy comes out at -14.085 eV.

Element x y z (Å)
C -1.701 -0.498 -1.807
C -1.514 -0.506 -0.541
C -0.206 0.790 1.235
N -0.706 0.616 0.011
O 0.547 1.887 1.526
O 1.776 -0.910 0.774
S -0.524 -0.313 2.486
H -2.369 -1.237 -2.217
H -1.598 0.365 -2.376
H -1.741 -1.370 0.116
H 2.797 -0.841 0.677
H -0.282 1.382 -0.618
H 0.990 2.192 0.676
H 1.583 -1.906 0.435
H 0.232 0.243 3.495

***

Look up the max |F| of the second one.
4.30 eV/Å

***

Which formula does entry 1 have?
C3H8NO2S